The following is a DFT calculation (the ωB97M-V functional and the def2-TZVPD basis) of a structure of composition C23H23BrClN2O2PtS2.

Values from the calculation:
Total charge: -1
HOMO level in eV: -3.90

The geometry in XYZ format:
```
55
Properties=species:S:1:pos:R:3:forces:R:3:mulliken_charge:R:1
Pt 0.453 -0.007 0.319 0.34 -0.21 0.41 2.59
C 4.927 -0.892 1.564 0.02 -0.01 -0.06 -1.63
C 3.658 -0.361 0.944 -0.17 -0.02 0.02 0.79
S 2.169 -0.915 1.700 0.26 -0.14 0.05 -0.51
C 3.645 0.423 -0.136 -0.30 0.01 0.07 0.49
C 4.858 0.817 -0.927 0.06 0.00 0.01 -1.58
S 2.138 1.040 -0.819 0.08 -0.05 -0.42 -0.62
H 4.697 -1.480 2.451 0.00 0.02 0.02 0.43
H 5.599 -0.081 1.854 0.01 -0.01 0.01 0.32
H 5.468 -1.542 0.869 0.00 0.00 0.01 0.29
H 5.758 0.785 -0.310 -0.01 -0.01 -0.02 0.37
H 4.760 1.827 -1.330 0.00 0.01 0.01 0.38
H 5.002 0.140 -1.776 0.01 0.01 -0.01 0.24
Br 1.398 3.838 0.797 -0.04 0.02 0.02 -0.09
C 0.287 2.926 2.027 0.06 0.07 0.00 0.11
C -0.251 3.738 3.017 0.00 -0.01 0.02 -0.60
C -1.079 3.173 3.964 0.00 -0.01 -0.03 -0.44
C -1.336 1.820 3.879 0.01 0.00 0.02 -0.75
C -0.765 1.087 2.856 0.01 -0.04 0.00 0.55
N 0.054 1.623 1.927 -0.08 0.01 -0.06 0.00
C -1.115 -0.397 2.794 0.09 0.03 -0.03 0.40
O -1.826 -0.850 3.676 0.00 -0.03 0.05 -0.79
O -0.618 -1.049 1.818 -0.40 0.22 -0.30 -0.92
H -0.008 4.789 3.019 0.00 0.00 0.00 0.40
H -1.520 3.782 4.743 0.01 0.00 0.01 0.42
H -1.976 1.284 4.564 0.00 0.01 0.00 0.51
Cl -2.980 2.573 0.611 0.05 -0.01 0.05 -0.17
C -3.242 1.411 -0.672 0.00 0.00 -0.03 1.13
C -4.556 1.094 -0.976 0.00 0.01 0.01 -0.60
C -4.823 0.198 -1.998 0.00 0.00 0.00 -0.49
C -3.767 -0.355 -2.711 -0.01 0.00 -0.01 -0.89
C -2.464 -0.024 -2.392 0.00 0.01 -0.01 -0.13
C -2.155 0.854 -1.345 0.01 0.05 -0.08 -0.79
C -0.734 1.160 -1.048 -0.20 -0.05 0.11 -1.56
H -5.357 1.551 -0.411 0.00 0.00 0.00 0.41
H -5.847 -0.060 -2.235 0.00 0.00 0.00 0.36
H -3.960 -1.059 -3.512 0.01 0.00 0.00 0.38
H -1.642 -0.476 -2.934 -0.01 0.00 -0.01 0.29
H -0.626 2.183 -0.688 -0.02 0.00 0.01 0.80
H -0.178 1.063 -1.980 0.03 0.00 0.00 0.62
C -2.322 -2.016 -0.016 0.01 -0.01 0.03 -1.29
C -1.126 -2.250 -0.889 0.05 0.09 -0.04 0.44
C -1.084 -3.227 -1.853 -0.02 -0.03 0.02 -0.93
C 0.196 -3.196 -2.442 0.01 -0.01 -0.03 -1.04
C 0.910 -2.195 -1.831 -0.03 0.05 0.05 0.64
C 2.350 -1.916 -2.095 0.04 0.06 0.03 -1.11
N 0.104 -1.594 -0.880 0.02 -0.02 -0.01 0.25
H -3.203 -2.368 -0.557 0.01 -0.01 -0.01 0.38
H -2.484 -0.972 0.231 -0.01 -0.02 0.02 -0.08
H -2.248 -2.558 0.925 0.01 -0.01 0.01 0.42
H -1.902 -3.895 -2.078 -0.01 0.00 0.01 0.48
H 0.590 -3.849 -3.206 0.01 0.01 0.00 0.42
H 2.720 -2.690 -2.770 0.00 -0.01 0.02 0.43
H 2.937 -1.957 -1.177 0.05 0.05 0.06 0.08
H 2.521 -0.945 -2.556 0.02 0.00 0.00 0.16
```
Positions in Å, forces in eV/Å.

---

The following is a DFT calculation (the ωB97M-V functional and the def2-TZVPD basis) of a structure of composition C23H23Cl3MoN3S2 at a distorted geometry.

Values from the calculation:
Total charge: +1
HOMO level in eV: -10.52

The geometry in XYZ format:
```
55
Properties=species:S:1:pos:R:3:forces:R:3:mulliken_charge:R:1
Mo -0.046 0.651 0.288 -0.29 1.21 -0.91 -0.04
C -2.277 -0.964 -1.494 0.38 -0.16 0.11 -1.00
N -0.776 -0.988 -1.252 -0.03 -0.30 0.44 0.89
C -0.364 -2.222 -0.488 -0.03 0.39 -0.29 -1.00
C 1.066 -2.067 -0.032 -0.28 0.31 0.49 -1.03
N 1.130 -1.050 1.094 0.24 -0.50 0.01 1.44
C 0.601 -1.713 2.343 0.12 0.16 -0.50 -1.30
C 2.542 -0.580 1.301 -0.49 -0.13 0.04 0.09
C 3.489 -1.547 1.622 -0.08 -0.25 -0.02 -0.59
C 4.797 -1.202 1.883 0.14 0.06 0.03 -0.90
C 5.168 0.138 1.828 0.02 -0.04 0.00 -0.70
C 4.235 1.098 1.497 0.06 0.09 0.00 -0.91
C 2.903 0.766 1.223 -0.11 0.14 0.04 1.12
S 1.859 2.144 0.824 -0.14 -0.21 0.27 -0.12
C -0.085 -1.003 -2.558 -0.34 -0.18 0.23 -0.84
C -0.373 -1.994 -3.490 -0.14 -0.19 -0.04 -0.15
C 0.276 -1.994 -4.712 0.01 -0.04 -0.09 -0.94
C 1.213 -1.003 -4.996 0.05 0.05 0.00 -0.60
C 1.492 -0.021 -4.060 0.05 -0.02 -0.16 -0.73
C 0.832 -0.023 -2.831 0.06 0.25 -0.02 1.16
S 1.298 1.164 -1.607 -0.11 -0.21 0.29 0.09
H -2.731 -1.890 -1.150 0.02 -0.06 0.04 0.38
H -2.469 -0.853 -2.549 0.04 -0.01 -0.25 0.38
H -2.742 -0.136 -0.989 0.01 0.14 0.16 0.07
H -0.461 -3.114 -1.098 -0.09 -0.12 -0.22 0.48
H -1.032 -2.331 0.358 -0.21 -0.02 0.16 0.63
H 1.684 -1.721 -0.843 0.29 0.21 -0.32 0.50
H 1.456 -3.022 0.297 0.13 -0.21 0.22 0.59
H 1.049 -2.693 2.454 0.11 -0.19 -0.01 0.41
H -0.478 -1.829 2.290 -0.10 0.02 -0.06 0.29
H 0.844 -1.115 3.199 0.11 0.27 0.26 0.40
H 3.206 -2.595 1.671 -0.01 0.16 0.01 0.27
H 5.518 -1.970 2.133 -0.04 0.07 -0.02 0.42
H 6.189 0.433 2.043 -0.07 -0.02 -0.03 0.40
H 4.521 2.144 1.448 0.00 -0.09 0.01 0.44
H -1.111 -2.766 -3.276 0.12 0.15 -0.02 0.43
H 0.050 -2.763 -5.444 0.04 0.12 0.12 0.41
H 1.728 -1.000 -5.951 -0.07 0.01 0.11 0.40
H 2.228 0.750 -4.263 -0.09 -0.07 -0.01 0.45
Cl 0.947 1.269 3.760 -0.03 -0.07 -0.26 -0.11
C -0.231 1.318 2.428 0.53 -0.08 0.00 -0.73
H -0.551 2.342 2.380 -0.13 0.34 -0.05 0.54
H -1.055 0.703 2.768 -0.44 -0.44 -0.11 0.34
Cl -3.447 -0.253 1.572 0.18 0.35 0.02 -0.14
C -3.660 1.459 1.266 0.49 -0.15 -0.23 1.18
C -4.818 2.055 1.716 -0.02 0.06 -0.01 -0.86
C -5.013 3.408 1.476 -0.14 0.07 0.05 -0.38
C -4.077 4.153 0.781 -0.27 0.31 0.05 -0.53
C -2.930 3.548 0.317 0.29 -0.03 -0.12 0.53
Cl -1.759 4.457 -0.551 0.03 0.09 -0.03 -0.16
C -2.677 2.195 0.558 0.37 -0.58 -0.12 -0.68
N -1.453 1.656 0.138 -0.31 -0.46 0.80 -0.58
H -5.556 1.471 2.250 0.06 0.01 -0.03 0.46
H -5.916 3.889 1.837 0.09 -0.06 -0.04 0.39
H -4.232 5.210 0.593 0.01 -0.14 0.02 0.43
```
Positions in Å, forces in eV/Å.

---

One value per record, in order, for molecular weight: 734.0; 607.9 g/mol.
One value per record, in order, for relative energy (zero: lowest compared OMol25 entry of this formula, charge and spin): 0.0000; 1.5025 eV.